Below is the molecule C4H5NO, with properties calculated with ωB97M-V with the def2-TZVPD basis set.

Values from the calculation:
Kohn-Sham gap, Eh: 0.36252
Energy relative to the best compared isomer or geometry (same formula, charge and spin), kcal per mole: 66.7
Electronic energy, Ha: -285.308280

Last column: natural (NBO) charge in e.
Geometry (Å):
C -0.06724 1.09369 -1.23871  -0.374
C -0.00943 0.21249 -0.26360  -0.095
C -0.27494 0.30044 1.20177  -0.141
C 0.30095 -1.25450 -0.43979  -0.015
H 0.12803 0.75093 -2.29119  0.211
H -0.15596 2.15427 -1.01744  0.209
H -1.19436 0.87039 1.46106  0.227
H 0.74701 0.62208 1.74469  0.207
H 0.79370 -1.66840 -1.36641  0.217
N 0.15755 -1.94650 0.60085  -0.065
O -0.42531 -1.13487 1.60876  -0.381

***

Below is a cluster of 2 separate species, C4H5NO in total, with properties calculated with ωB97M-V with the def2-TZVPD basis set.

Values from the calculation:
Kohn-Sham gap, Eh: 0.31143
Energy relative to the best compared isomer or geometry (same formula, charge and spin), kcal per mole: 78.2
Electronic energy, Ha: -285.289932

Last column: natural (NBO) charge in e.
Geometry (Å):
C 1.49455 -1.02366 -0.38688  -0.053
N 1.55252 0.08348 0.22458  -0.593
C -0.85326 1.23607 1.45137  0.708
O -0.27898 1.75572 2.32329  -0.439
C -1.70903 0.73379 0.59400  -0.391
C -1.73945 0.05100 -0.54262  -0.255
H 2.03263 -1.25576 -1.31117  0.150
H -0.83940 -0.27117 -1.07056  0.181
H 0.88123 -1.83238 0.01267  0.163
H 2.14526 0.73807 -0.28824  0.336
H -2.68607 -0.21515 -1.00644  0.193

***

Below is a structure of composition C4H5NO, with properties calculated with ωB97M-V with the def2-TZVPD basis set.

Values from the calculation:
Kohn-Sham gap (spin up / spin down), Eh: 0.30224 / 0.30222
Energy relative to the best compared isomer or geometry (same formula, charge and spin), kcal per mole: 160.7
Electronic energy, Ha: -285.158565

Last column: natural (NBO) charge in e.
Geometry (Å):
C 0.97056 0.45389 -0.35271  -0.266
C -0.37381 0.12903 -0.10448  -0.076
N -1.02733 -0.82220 -0.88888  0.083
O -0.37699 -1.26320 -1.87743  -0.359
C -1.03378 0.51295 1.09619  -0.054
C -1.59214 0.89187 2.11213  -0.177
H 1.28750 0.64573 -1.37717  0.234
H 1.59811 0.84385 0.44761  0.234
H 1.55794 -1.12487 -0.73507  -0.009
H 1.08436 -1.48797 -1.31839  0.149
H -2.09443 1.22093 2.99822  0.241

***

Below is the molecule C4H5NO, with properties calculated with ωB97M-V with the def2-TZVPD basis set.

Values from the calculation:
Kohn-Sham gap, Eh: 0.40175
Energy relative to the best compared isomer or geometry (same formula, charge and spin), kcal per mole: 37.8
Electronic energy, Ha: -285.354385

Last column: natural (NBO) charge in e.
Geometry (Å):
C 1.41355 -0.64686 0.39701  0.415
C 0.48412 0.51304 0.41258  -0.510
C -0.63303 0.47460 -0.71254  -0.491
C -1.74634 -0.49792 -0.29275  0.276
H 1.87229 -0.88924 1.42172  0.147
H 0.96079 1.47664 0.39383  0.251
H -0.16484 0.50991 1.36989  0.243
H -0.26462 0.09710 -1.62997  0.262
H -0.97077 1.51258 -0.98469  0.254
N -2.50444 -1.22465 0.31033  -0.328
O 1.55329 -1.32519 -0.68540  -0.519

***

Below is the molecule C4H5NO, with properties calculated with ωB97M-V with the def2-TZVPD basis set.

Values from the calculation:
Kohn-Sham gap, Eh: 0.36579
Energy relative to the best compared isomer or geometry (same formula, charge and spin), kcal per mole: 82.6
Electronic energy, Ha: -285.282890

Last column: natural (NBO) charge in e.
Geometry (Å):
C -1.75729 -0.04331 0.19175  -0.676
C -0.26341 -0.06860 0.03452  0.418
C 0.71998 0.77335 -0.48846  -0.545
C 1.89658 0.15411 0.03904  0.007
N 1.69683 -0.97594 0.63940  -0.144
O 0.31246 -1.07545 0.68907  -0.283
H -2.04935 -0.71800 1.00331  0.242
H -2.11455 0.96058 0.44136  0.245
H -2.26665 -0.37419 -0.71481  0.241
H 1.15314 0.55597 -1.47798  0.280
H 2.88536 0.56516 -0.13313  0.215

***

Below is the molecule C4H5NO, with properties calculated with ωB97M-V with the def2-TZVPD basis set.

Values from the calculation:
Kohn-Sham gap, Eh: 0.33575
Energy relative to the best compared isomer or geometry (same formula, charge and spin), kcal per mole: 29.3
Electronic energy, Ha: -285.367819

Last column: natural (NBO) charge in e.
Geometry (Å):
O -1.35185 -1.33529 -1.00776  -0.699
C -0.77036 -0.37767 -0.20229  0.198
C -0.20962 0.68180 -0.85357  -0.112
N 0.93016 1.04768 -0.18610  -0.520
C 1.00586 0.32080 0.97742  -0.060
C -0.09116 -0.50893 1.06637  -0.347
H -2.25028 -1.62326 -0.85127  0.480
H -0.47836 0.96061 -1.85778  0.211
H 1.69665 1.49379 -0.66657  0.413
H 1.84831 0.45754 1.64297  0.210
H -0.32935 -1.11707 1.93858  0.226

***

Below is a structure of composition C4H5NO, with properties calculated with ωB97M-V with the def2-TZVPD basis set.

Values from the calculation:
Kohn-Sham gap, Eh: 0.30617
Energy relative to the best compared isomer or geometry (same formula, charge and spin), kcal per mole: 121.2
Electronic energy, Ha: -285.221384

Last column: natural (NBO) charge in e.
Geometry (Å):
O 2.38188 -0.08485 0.52182  -0.663
C 1.37025 -0.31187 -0.32643  0.212
C 0.22717 -0.93274 0.07213  -0.151
C -1.09940 -0.73152 0.11943  -0.377
C -1.41980 0.70347 0.03012  0.104
N -0.47663 1.54448 -0.15963  -0.646
H 3.15837 -0.43371 0.06353  0.495
H 1.02026 -1.68225 -0.50054  0.277
H -1.86443 -1.49150 0.25404  0.233
H -2.47292 0.99026 0.14269  0.168
H -0.79841 2.50489 -0.22656  0.349

***

Below is the molecule C4H5NO, with properties calculated with ωB97M-V with the def2-TZVPD basis set.

Values from the calculation:
Kohn-Sham gap, Eh: 0.38915
Energy relative to the best compared isomer or geometry (same formula, charge and spin), kcal per mole: 47.4
Electronic energy, Ha: -285.339054

Last column: natural (NBO) charge in e.
Geometry (Å):
O 1.05829 -0.43449 2.05005  -0.502
C 0.58013 -0.13702 0.99124  0.585
C 0.84299 -0.58013 -0.46568  -0.530
C -0.33335 0.31490 -0.85968  -0.065
N -1.52979 0.02032 -0.10964  -0.544
C -0.49913 0.82875 0.53853  -0.201
H 1.80132 -0.14211 -0.77134  0.238
H 0.82566 -1.64102 -0.73233  0.223
H -0.44036 0.87642 -1.78081  0.217
H -1.57361 -0.93215 0.24875  0.355
H -0.73215 1.82654 0.89090  0.225

***

Below is the molecule C4H5NO, with properties calculated with ωB97M-V with the def2-TZVPD basis set.

Values from the calculation:
Kohn-Sham gap (spin up / spin down), Eh: 0.27003 / 0.30513
Energy relative to the best compared isomer or geometry (same formula, charge and spin), kcal per mole: 161.7
Electronic energy, Ha: -285.156899

Last column: natural (NBO) charge in e.
Geometry (Å):
C -1.41762 -1.24081 -0.01122  -0.023
C 1.78924 0.51196 0.01024  -0.432
N 0.44992 0.69928 -0.47287  -0.366
O -2.22484 -0.21671 -0.20503  -0.400
C -1.89074 1.07679 -0.20830  0.028
C -0.53367 1.27019 -0.01870  0.235
H -1.86278 -2.18548 -0.28404  0.169
H -0.75470 -1.28834 0.84099  0.154
H 1.84112 -0.37071 0.65165  0.210
H 2.45146 0.34842 -0.84245  0.213
H 2.15262 1.39538 0.53973  0.214

***

Below is a cluster of 2 separate species, C4H5NO in total, with properties calculated with ωB97M-V with the def2-TZVPD basis set.

Values from the calculation:
Kohn-Sham gap, Eh: 0.36065
Energy relative to the best compared isomer or geometry (same formula, charge and spin), kcal per mole: 130.8
Electronic energy, Ha: -285.206177

Last column: natural (NBO) charge in e.
Geometry (Å):
C 1.14250 -0.42653 1.42114  -0.686
C 0.19770 -0.61344 0.31515  0.089
C -0.57112 -0.98492 -0.56525  -0.361
C -1.27519 0.79358 -1.63757  0.007
N -0.67978 1.60861 -0.99397  0.128
O 0.08486 1.74077 -0.06014  -0.380
H 0.65211 0.06073 2.26863  0.243
H 1.53020 -1.39576 1.75430  0.228
H 1.98325 0.20067 1.11503  0.246
H -1.12318 -1.69875 -1.14144  0.250
H -1.94137 0.71503 -2.47588  0.237

***

Below is the molecule C4H5NO, with properties calculated with ωB97M-V with the def2-TZVPD basis set.

Values from the calculation:
Kohn-Sham gap, Eh: 0.40945
Energy relative to the best compared isomer or geometry (same formula, charge and spin), kcal per mole: 17.1
Electronic energy, Ha: -285.387322

Last column: natural (NBO) charge in e.
Geometry (Å):
C -0.97127 -0.70346 0.45846  -0.593
C 0.19256 0.27536 0.29426  -0.423
C 1.30642 -0.30225 -0.59149  0.456
O 1.12488 -1.20391 -1.36587  -0.484
C -0.24229 1.54590 -0.30635  0.279
N -0.59168 2.53986 -0.78362  -0.300
H -1.79105 -0.24160 1.01526  0.226
H -1.33662 -1.02253 -0.52006  0.237
H -0.62328 -1.58726 1.00098  0.223
H 0.63391 0.52584 1.26866  0.255
H 2.29842 0.17406 -0.47023  0.125

***

Below is a structure of composition C4H5NO, with properties calculated with ωB97M-V with the def2-TZVPD basis set.

Values from the calculation:
Kohn-Sham gap, Eh: 0.30352
Energy relative to the best compared isomer or geometry (same formula, charge and spin), kcal per mole: 86.1
Electronic energy, Ha: -285.277398

Last column: natural (NBO) charge in e.
Geometry (Å):
C 1.74469 0.19119 0.13754  -0.743
C 0.39551 0.47438 0.58743  0.636
N -0.57413 0.99693 1.05396  -0.344
C -1.48957 0.48585 -0.04595  -0.333
C -1.40206 -0.85079 -0.40289  0.252
O -0.44398 -1.60158 -0.10236  -0.689
H 2.33829 -0.08055 1.01722  0.283
H 2.18422 1.06234 -0.35541  0.256
H 1.69399 -0.67661 -0.52557  0.304
H -2.18029 1.23917 -0.39578  0.226
H -2.26668 -1.24033 -0.96819  0.152

***

Below is the molecule C4H5NO, with properties calculated with ωB97M-V with the def2-TZVPD basis set.

Values from the calculation:
Kohn-Sham gap, Eh: 0.40732
Energy relative to the best compared isomer or geometry (same formula, charge and spin), kcal per mole: 115.2
Electronic energy, Ha: -285.230925

Last column: natural (NBO) charge in e.
Geometry (Å):
N 0.52855 1.85203 0.60524  -0.728
C 1.18914 1.15292 -0.21720  0.412
O 0.83587 -0.09578 -0.56262  -0.494
C -0.38854 -0.53845 0.00319  -0.109
C -0.89295 -1.77816 -1.00431  -0.083
C -0.64721 -2.34048 0.09325  -0.238
H 0.95607 2.76749 0.71676  0.357
H 2.09648 1.43707 -0.75685  0.162
H -1.18340 0.19244 -0.14183  0.244
H -0.25508 -0.60041 1.09569  0.219
H -0.46782 -2.89352 0.99685  0.257

***

Below is the molecule C4H5NO, with properties calculated with ωB97M-V with the def2-TZVPD basis set.

Values from the calculation:
Kohn-Sham gap, Eh: 0.39425
Energy relative to the best compared isomer or geometry (same formula, charge and spin), kcal per mole: 28.4
Electronic energy, Ha: -285.369321

Last column: natural (NBO) charge in e.
Geometry (Å):
N -2.58833 1.11583 2.06814  -0.295
C -1.95496 0.65771 1.21402  0.249
C -1.12819 0.16842 0.14759  -0.332
C 0.05769 -0.40310 0.37349  -0.111
C 1.04924 -0.64106 -0.72945  -0.106
O 2.01629 0.39275 -0.68462  -0.693
H 1.53259 1.22917 -0.65523  0.468
H -1.48340 0.34823 -0.86520  0.238
H 0.39554 -0.57221 1.39366  0.220
H 1.59899 -1.57542 -0.58975  0.197
H 0.53837 -0.68571 -1.70370  0.166

***

Below is the molecule C4H5NO, with properties calculated with ωB97M-V with the def2-TZVPD basis set.

Values from the calculation:
Kohn-Sham gap, Eh: 0.36932
Energy relative to the best compared isomer or geometry (same formula, charge and spin), kcal per mole: 47.4
Electronic energy, Ha: -285.339037

Last column: natural (NBO) charge in e.
Geometry (Å):
C 0.82386 1.04453 -1.06137  -0.655
C 0.14234 0.16206 -0.08514  0.265
C -0.63800 -0.92445 -0.13742  -0.149
N -0.83551 -1.29318 1.23167  -0.631
C -0.21742 -0.40220 2.06274  0.279
O 0.37123 0.47566 1.23837  -0.463
H 1.90561 1.02346 -0.89517  0.234
H 0.61395 0.72612 -2.08237  0.229
H 0.49260 2.08148 -0.93561  0.235
H -0.92747 -1.49683 -1.01441  0.231
H -1.73119 -1.39666 1.67872  0.425

***

Below is the molecule C4H5NO, with properties calculated with ωB97M-V with the def2-TZVPD basis set.

Values from the calculation:
Kohn-Sham gap, Eh: 0.34053
Energy relative to the best compared isomer or geometry (same formula, charge and spin), kcal per mole: 83.9
Electronic energy, Ha: -285.280841

Last column: natural (NBO) charge in e.
Geometry (Å):
C 0.99426 0.36702 -0.33639  -0.104
C 0.56137 1.48818 0.22230  -0.292
C -0.70076 1.16823 0.77656  -0.290
C -1.21332 -0.15037 0.27578  -0.092
H 0.42384 -2.35409 0.25920  0.467
H 1.75095 0.19725 -1.06778  0.224
H 1.24668 2.41368 0.04058  0.239
H -1.38168 1.89505 1.19746  0.211
H -2.04196 -0.69401 0.49773  0.228
N -0.04692 -0.49445 -0.28669  -0.029
O 0.31017 -1.90439 -0.56872  -0.562

***

Below is a structure of composition C4H5NO, with properties calculated with ωB97M-V with the def2-TZVPD basis set.

Values from the calculation:
Kohn-Sham gap (spin up / spin down), Eh: 0.29973 / 0.29975
Energy relative to the best compared isomer or geometry (same formula, charge and spin), kcal per mole: 103.6
Electronic energy, Ha: -285.249555

Last column: natural (NBO) charge in e.
Geometry (Å):
O -1.19242 0.75476 1.09533  -0.440
C -0.05187 0.32062 1.30090  0.587
N 1.06777 0.76068 0.51484  -0.661
C 0.60251 0.26370 -0.83812  -0.249
C -0.49548 -0.74153 -0.53248  -0.263
C -0.55632 -0.99057 0.79399  -0.223
H 1.13667 1.77185 0.50508  0.377
H 1.42537 -0.28287 -1.31239  0.211
H 0.28767 1.06818 -1.52075  0.197
H -1.08984 -1.20326 -1.30779  0.223
H -1.13042 -1.67070 1.39991  0.241

***

Below is the molecule C4H5NO, with properties calculated with ωB97M-V with the def2-TZVPD basis set.

Values from the calculation:
Kohn-Sham gap (spin up / spin down), Eh: 0.30805 / 0.29857
Energy relative to the best compared isomer or geometry (same formula, charge and spin), kcal per mole: 157.0
Electronic energy, Ha: -285.164312

Last column: natural (NBO) charge in e.
Geometry (Å):
C -0.46214 1.34870 -0.47495  -0.672
C -0.33164 -0.13448 -0.56221  0.235
N 0.53989 -0.85151 -1.26608  -0.138
O 1.74101 -0.30237 -0.74904  -0.562
C -0.80737 -0.97959 0.46328  -0.058
C -0.29211 -1.50491 1.46010  -0.228
H -1.36673 1.61127 -1.04382  0.242
H -0.61129 1.68137 0.55528  0.230
H 0.36497 1.88814 -0.93791  0.251
H 1.65492 -0.80710 0.13779  0.466
H -0.42952 -1.94952 2.41755  0.235

***

Below is the molecule C4H5NO, with properties calculated with ωB97M-V with the def2-TZVPD basis set.

Values from the calculation:
Kohn-Sham gap, Eh: 0.36933
Energy relative to the best compared isomer or geometry (same formula, charge and spin), kcal per mole: 45.5
Electronic energy, Ha: -285.342032

Last column: natural (NBO) charge in e.
Geometry (Å):
N 0.85904 0.87827 -0.10357  -0.428
C 1.17526 -0.29476 -0.26534  0.414
C 1.57815 -1.53022 -0.44248  -0.642
C -1.45014 0.27332 0.64817  0.429
C -0.54132 1.27482 -0.04632  -0.349
O -2.65046 0.28928 0.54285  -0.501
H 1.77374 -2.17322 0.40810  0.246
H 1.71947 -1.91669 -1.44515  0.246
H -0.93263 -0.47563 1.28220  0.116
H -0.61356 2.23241 0.48193  0.234
H -0.91755 1.44241 -1.06039  0.236

***

Below is the molecule C4H5NO, with properties calculated with ωB97M-V with the def2-TZVPD basis set.

Values from the calculation:
Kohn-Sham gap, Eh: 0.37777
Energy relative to the best compared isomer or geometry (same formula, charge and spin), kcal per mole: 127.7
Electronic energy, Ha: -285.211038

Last column: natural (NBO) charge in e.
Geometry (Å):
C -0.20600 1.62064 0.35280  0.503
C -0.19020 -1.12869 0.48419  -0.428
C 0.03698 -0.85745 -0.97383  -0.428
C 0.66450 0.00975 0.05040  -0.193
N -1.25287 2.27771 0.34692  -0.196
O 0.20952 2.80429 0.73230  -0.426
H -1.16259 -0.89741 0.89417  0.234
H 0.27252 -1.98473 0.95176  0.227
H 0.69764 -1.51691 -1.51940  0.229
H -0.78012 -0.47150 -1.56249  0.237
H 1.71061 0.14429 0.24318  0.242